(1)
Below is a structure of composition C20H44BClGaN2O5 at a distorted geometry, with properties calculated with ωB97M-V/def2-TZVPD.

Charge: -1
⟨S²⟩: 2.008
Kohn-Sham gap (alpha / beta) (eV): 6.18 / 6.04
HOMO level (alpha / beta) (eV): -4.243 / -4.244
E_LUMO (alpha / beta) (eV): 1.9 / 1.8
Multiplicity: 3
Energy (Ha): -3684.0676

Each line ends with the Mulliken charge.
Element x y z (Å)
Ga 6.190 0.134 0.446  0.1601
Cl 7.871 -1.374 0.073  -0.5607
O -2.535 -0.671 0.279  -0.4077
O 4.761 0.355 3.288  -0.6225
O 4.593 -1.703 2.272  -0.5383
O 7.076 1.787 0.595  -0.6718
O 2.855 1.808 -1.913  -0.5278
N -3.272 -1.083 1.241  0.2009
N 2.022 1.245 -2.708  0.4540
C -3.639 -3.036 2.778  -1.7670
C 2.387 3.262 -4.040  -1.9390
C 0.630 -0.821 -3.017  -2.1045
C 0.020 0.927 -1.299  -0.9370
C -0.735 1.932 -2.169  -0.3883
C 0.228 2.926 -2.819  -1.4179
C -4.380 1.068 0.890  -1.9722
C 5.545 1.494 3.614  -0.1332
C -5.553 -1.048 0.286  -1.3260
C -4.206 -3.170 0.329  -1.2776
C -4.599 -0.387 1.285  2.0226
C 1.349 2.240 -3.600  1.7069
C -3.253 -2.576 1.366  1.7260
C 2.024 -0.530 -1.002  -2.0489
C -5.608 -2.570 0.394  -0.4487
C 5.949 1.437 5.080  -1.2650
C 0.795 1.589 -4.876  -1.7665
C -5.194 -0.403 2.709  -1.8432
C 1.174 0.224 -2.017  2.3436
C -1.831 -3.056 1.113  -1.9212
B 5.113 -0.430 2.189  0.7222
H -4.413 -0.507 3.461  0.3205
H -5.920 -1.202 2.858  0.3290
H -1.323 1.415 -2.933  0.2115
H 2.881 -1.018 -1.464  0.5014
H -1.791 -4.135 1.268  0.4456
H -4.027 1.163 -0.134  0.2967
H 2.774 3.831 -3.199  0.3821
H -3.463 -4.109 2.857  0.4358
H -6.548 -0.619 0.433  0.3554
H 0.676 3.548 -2.038  0.3992
H 3.228 2.773 -4.532  0.4565
H -6.114 -2.874 1.315  0.3011
H -1.130 -2.582 1.800  0.4710
H 6.666 2.233 5.298  0.3502
H 1.273 -0.902 -3.892  0.3580
H 0.604 -1.803 -2.546  0.5164
H 4.304 -1.869 3.174  0.2881
H -5.330 1.596 0.978  0.4933
H -1.453 2.473 -1.549  0.4207
H 5.084 1.580 5.728  0.2818
H -0.050 0.929 -4.702  0.3331
H 0.416 1.450 -0.423  0.5344
H 5.269 0.094 -0.860  -0.1063
H 6.416 0.475 5.296  0.3117
H -4.682 -2.866 3.030  0.3286
H -0.307 3.600 -3.494  0.4243
H 1.575 1.019 -5.382  0.3689
H -3.654 1.546 1.548  0.4727
H 4.934 2.388 3.448  0.2330
H -6.210 -2.965 -0.427  0.3917
H 1.923 3.955 -4.744  0.4203
H 1.390 -1.294 -0.548  0.3257
H 6.434 1.548 2.986  0.2783
H -0.671 0.169 -0.928  -0.1027
H 0.455 2.374 -5.553  0.4359
H -5.237 -0.780 -0.727  0.3730
H -4.243 -4.252 0.473  0.4118
H -3.791 -2.997 -0.669  0.3251
H -3.021 -2.538 3.526  0.3672
H -0.385 -0.604 -3.354  0.3420
H -5.709 0.536 2.908  0.4940
H 2.400 0.105 -0.204  0.3867
H -1.505 -2.845 0.098  0.3444
H 6.498 2.393 1.052  0.2411

Atomic forces in eV per Å
-0.1 0.0 -0.3
0.0 0.0 0.1
0.2 0.2 0.2
0.4 -0.1 0.2
0.1 -0.2 -0.2
0.2 -0.3 0.0
0.2 -0.1 -0.1
-0.4 -0.3 -0.9
-0.3 0.6 0.7
0.0 0.1 0.0
0.1 0.1 0.0
0.0 0.1 -0.1
-0.2 0.2 0.1
0.1 0.0 0.0
-0.2 0.0 0.2
0.0 0.1 -0.1
-0.2 0.1 0.2
0.0 -0.2 -0.2
-0.2 0.0 -0.2
-0.2 0.3 0.6
-0.1 -0.1 -0.6
0.1 -0.3 0.6
0.1 0.0 0.2
0.0 0.0 0.1
0.0 0.1 -0.2
0.0 -0.1 0.0
0.1 -0.1 0.0
-0.2 -0.7 -0.3
0.1 0.0 -0.1
0.0 0.1 0.1
0.0 0.0 0.0
0.0 0.0 0.0
0.0 0.0 0.0
0.0 0.0 -0.1
0.0 0.0 0.0
0.1 0.0 0.0
0.0 -0.1 0.0
0.0 0.0 0.0
0.0 0.0 0.0
0.1 0.0 0.0
0.0 0.0 0.0
0.0 0.0 0.0
0.0 0.0 0.0
0.0 0.0 0.0
0.0 0.0 0.0
0.0 0.0 0.1
-0.3 0.0 0.2
0.0 0.0 0.0
0.0 0.0 0.0
0.0 -0.1 0.1
0.0 0.0 0.0
0.1 0.0 0.0
0.1 0.0 -0.1
0.0 0.0 0.1
0.0 0.0 0.0
0.0 0.0 0.0
0.0 0.0 0.0
0.0 0.0 0.0
0.1 0.1 -0.1
0.0 0.0 0.0
0.0 0.0 0.0
0.0 0.0 0.0
0.0 0.0 -0.1
0.0 0.0 0.1
0.0 0.1 0.0
0.1 0.0 0.0
0.0 0.0 0.0
0.1 0.1 0.0
0.0 0.0 0.0
0.0 0.0 0.0
0.0 0.0 -0.1
0.1 0.1 -0.1
0.0 0.0 0.0
-0.2 0.3 0.1

***

(2)
Below is a structure of composition C20H44Br2N3O8V at a distorted geometry, with properties calculated with ωB97M-V/def2-TZVPD.

Charge: +2
⟨S²⟩: 2.061
Kohn-Sham gap (alpha / beta) (eV): 7.03 / 3.47
HOMO level (alpha / beta) (eV): -13.554 / -13.555
E_LUMO (alpha / beta) (eV): -6.5 / -10.1
Multiplicity: 3
Energy (Ha): -7645.9931

Each line ends with the Mulliken charge.
Element x y z (Å)
Br 3.907 4.256 4.869  -0.1492
Br 4.536 5.139 1.634  -0.1060
V 1.969 1.935 -1.069  1.1002
O 2.930 -0.003 -1.616  -0.5022
O -4.865 1.980 -1.256  -0.3200
O 1.970 1.757 1.389  -0.5290
O 1.405 0.838 -2.849  -0.7401
O 0.706 0.578 0.192  -0.4401
O -2.825 -2.866 0.799  -0.6748
O 3.409 2.526 -0.710  -0.4925
O 4.431 -1.488 5.683  -0.2967
N -0.667 -3.186 1.548  0.0972
N 4.801 -1.288 3.489  0.2732
N -2.935 -0.076 -2.644  0.5160
C 2.995 5.751 2.686  -0.7042
C -1.757 -0.463 -3.546  -0.6879
C 0.963 1.122 1.335  0.9811
C -0.961 -4.031 2.600  -0.9613
C 2.409 4.744 3.761  0.0645
C -0.964 -1.814 -3.167  -0.9947
C -4.646 -1.848 -3.339  -1.3448
C -2.215 0.512 -1.342  -0.8976
C 0.711 -2.695 1.523  -0.4169
C -1.595 -2.681 0.685  0.6547
C 4.717 0.165 3.582  -0.6901
C 2.458 -1.355 -3.579  -1.3829
C -5.103 1.475 -2.588  -0.7444
C 4.743 -1.979 4.652  0.1184
C 2.216 -0.137 -2.628  1.3726
C -3.850 -1.270 -2.161  -0.5271
C 0.157 0.780 2.607  -1.0581
C -4.687 3.403 -1.288  -0.7390
C -3.792 1.026 -3.324  -0.8005
C 5.190 -1.906 2.246  -0.7801
H 2.148 -2.300 -3.131  0.3338
H -0.603 -5.053 2.473  0.3175
H -1.000 -2.149 -0.073  -0.1156
H 4.803 -2.919 2.134  0.3560
H 2.204 3.855 3.164  -0.2868
H -4.102 0.654 -4.301  0.4845
H -1.428 -0.139 -0.962  0.3174
H 0.736 -1.925 0.752  -0.1560
H -1.553 -2.710 -3.358  0.4611
H 6.271 -2.038 2.196  0.3669
H 0.085 1.506 3.417  0.3662
H 3.208 6.756 3.050  0.4167
H -4.444 3.705 -0.269  0.2316
H -5.660 3.806 -1.568  0.3614
H 1.398 -3.512 1.304  0.3515
H 2.105 -1.160 -4.591  0.3697
H 3.862 0.441 2.964  0.1777
H -5.825 2.026 -3.191  0.4828
H -2.836 0.514 -0.446  0.3902
H 0.550 -0.086 3.139  0.1766
H -2.017 -4.117 2.855  0.3421
H -5.236 -2.660 -2.914  0.4667
H 1.020 -2.168 2.426  0.1803
H -3.976 3.688 -2.063  0.3005
H -3.107 -2.022 -1.895  0.3610
H -2.142 -0.688 -4.541  0.5135
H -0.263 -1.886 -3.999  0.3349
H -0.824 0.596 2.169  0.2706
H 4.818 -1.288 1.428  0.3402
H 4.999 -3.031 4.449  0.3678
H -4.367 -1.091 -1.219  0.5426
H -4.107 -2.150 -4.237  0.2645
H 4.684 0.575 4.591  0.3792
H 5.618 0.641 3.196  0.3508
H -5.704 0.577 -2.440  0.2549
H -5.394 -1.100 -3.600  0.3017
H -1.909 1.540 -1.538  0.2101
H 2.255 5.927 1.906  0.3258
H -0.387 -1.823 -2.242  0.0286
H -0.418 -3.570 3.424  0.2982
H -3.127 1.862 -3.542  0.5577
H 3.542 -1.384 -3.686  0.4286
H -1.144 0.418 -3.734  0.5557
H 1.507 4.982 4.325  0.4232

Atomic forces in eV per Å
-0.1 -0.3 0.8
-0.5 0.0 0.5
4.1 -3.3 2.0
0.1 0.4 1.2
0.1 -0.1 -1.6
3.3 3.5 0.3
-0.4 0.4 -0.1
-1.5 0.8 -0.8
2.7 0.7 -1.0
-3.3 -0.4 -1.6
-0.3 0.6 1.2
0.5 1.6 -1.9
0.9 2.6 -1.1
-0.1 1.1 2.6
-1.4 0.3 0.2
-0.4 -2.0 -0.3
-1.4 -2.9 0.6
-0.5 -1.1 2.5
1.5 -0.1 -2.3
-0.4 1.7 -1.3
-1.1 1.0 1.2
-1.0 -0.5 -0.1
-0.7 0.1 -1.1
-1.3 -1.1 1.5
0.1 0.3 -0.1
0.3 1.6 0.5
0.7 -1.8 1.6
0.2 -2.9 0.0
0.1 0.1 -0.8
2.3 -0.9 -1.7
-0.6 0.0 -1.2
-1.0 -0.7 0.0
-0.4 0.3 0.0
-0.6 -0.2 -0.4
-0.2 0.2 -0.1
0.2 -0.1 -0.2
-0.9 0.5 -0.5
-0.3 0.0 0.4
-0.1 -0.2 0.2
0.1 -0.3 0.1
0.4 0.1 -1.1
0.4 -0.1 -0.2
-0.4 0.2 0.7
0.3 0.4 0.1
0.2 0.6 -0.6
0.4 -0.4 0.4
0.3 0.2 -0.3
0.0 0.5 0.1
0.1 0.1 0.0
-0.5 -0.2 0.3
-0.1 0.5 -0.1
0.7 0.9 -0.3
-0.9 0.2 -0.6
0.0 -0.3 -0.6
0.0 0.4 -0.3
0.2 -0.3 -0.3
-0.3 -0.3 0.4
0.4 0.2 0.3
0.0 0.0 0.3
-0.5 0.0 0.1
0.4 0.2 0.1
-0.3 -0.4 0.8
0.3 0.0 0.0
-0.1 -0.1 0.6
-0.2 0.7 -0.5
0.2 0.0 0.4
-0.6 -0.7 0.1
0.1 -0.3 -0.7
0.2 -0.3 0.3
-0.1 -0.2 -0.5
0.2 -0.3 -0.2
-0.2 -0.2 0.1
-0.4 0.0 0.0
-0.3 -0.6 0.7
0.1 0.0 0.3
0.1 -0.1 0.2
0.2 -0.1 0.8
0.4 0.7 0.0

***

(3)
Below is a structure of composition C20H44F2N5O14PtS2 at a distorted geometry, with properties calculated with ωB97M-V/def2-TZVPD.

Charge: +1
⟨S²⟩: 2.004
Kohn-Sham gap (alpha / beta) (eV): 9.23 / 8.69
HOMO level (alpha / beta) (eV): -11.170 / -11.819
E_LUMO (alpha / beta) (eV): -1.9 / -3.1
Energy relative to the best compared isomer or geometry (same formula, charge and spin) (kcal per mole): 0.0
Multiplicity: 3
Energy (Ha): -3230.7363

Each line ends with the Mulliken charge.
Element x y z (Å)
Pt 0.198 -1.111 -0.294  3.8913
S 3.231 -1.379 -1.851  1.1122
S 1.496 0.303 -3.146  1.1176
F 0.025 0.908 -2.491  -0.3016
F 4.158 -0.214 -1.613  -0.1295
O 3.358 -1.711 -3.258  -0.6863
O 0.504 -3.415 -0.382  -1.0318
O 1.035 -0.452 -4.317  -0.5571
O -2.957 -3.202 -1.434  -0.2021
O -1.113 0.778 0.619  -0.8768
O 1.341 8.096 1.237  -0.3280
O 3.381 -2.293 -0.737  -0.5631
O 2.396 1.395 -3.102  -0.5161
O 3.385 7.215 1.565  -0.5679
O -3.596 -1.353 -2.471  -0.4107
O 1.526 -0.536 1.627  -0.8647
O 2.169 7.025 -0.358  -0.2908
O -1.397 -1.966 1.002  -1.1055
O -1.503 -1.511 -1.905  -0.2604
N -2.321 2.354 1.677  0.0594
N 3.464 0.567 1.500  0.3840
N 1.811 -0.695 -1.802  -0.6820
N -1.270 -3.002 3.026  0.2920
N 0.143 -5.077 -1.887  0.3625
C -2.591 -2.052 -1.955  0.1756
C -0.598 -4.062 3.815  -0.9636
C -2.444 -2.261 3.460  -0.8581
C -1.216 1.633 1.498  -0.0552
C -0.788 -2.680 1.864  0.3249
C 4.908 0.632 1.554  -0.9466
C 0.228 -5.513 -3.249  -1.0418
C 0.349 -3.803 -1.566  -0.0855
C -3.055 -0.133 -3.048  -0.5636
C 3.062 6.032 -0.916  -0.2914
C 2.817 1.842 1.400  -0.7391
C -2.370 3.305 2.782  -1.0020
C 2.255 4.840 -1.494  -0.9547
C 2.414 7.433 0.888  0.7955
C 0.108 -6.110 -0.843  -0.9784
C 2.771 -0.560 1.667  -0.0174
C -4.602 -4.145 -2.834  -1.0749
C -4.327 -3.553 -1.505  -0.3534
C 1.393 8.769 2.530  -0.6188
C -3.576 2.117 0.919  -0.8035
H -2.250 -0.349 -3.779  0.2855
H 0.104 -4.481 3.104  0.3217
H -4.691 -3.345 -3.559  0.3009
H -0.549 -5.784 -0.072  0.2936
H -2.544 0.436 -2.249  0.0727
H -3.123 3.050 3.532  0.3534
H 1.605 5.204 -2.295  0.3945
H 2.073 9.628 2.525  0.2912
H 1.110 -6.375 -0.504  0.3016
H 0.246 -4.666 -3.837  0.3738
H 5.197 1.084 0.592  0.3496
H 0.365 9.121 2.725  0.2184
H -1.449 3.359 3.301  0.3494
H 5.288 -0.382 1.570  0.3071
H -0.001 -3.602 4.613  0.3652
H 5.434 1.144 2.393  0.3174
H -4.952 -2.687 -1.284  0.3598
H -3.237 -2.642 2.838  0.3143
H -2.355 -1.189 3.307  0.1784
H 3.385 -1.455 1.712  0.3540
H -0.450 1.889 2.185  0.3312
H 2.388 2.258 2.319  0.2796
H -2.633 -2.516 4.486  0.4029
H -2.597 4.330 2.449  0.3559
H -5.547 -4.754 -2.827  0.3808
H -1.257 -4.866 4.173  0.3340
H 1.692 8.034 3.296  0.2976
H 0.252 -3.036 1.676  0.1468
H -3.874 0.453 -3.479  0.3203
H 1.590 4.360 -0.792  0.2174
H -0.449 -6.989 -1.212  0.3520
H 3.403 2.625 0.869  0.3491
H -4.418 -4.315 -0.753  0.3694
H 3.873 5.695 -0.164  0.2834
H -3.779 -4.848 -3.077  0.2319
H 2.893 4.053 -1.960  0.2986
H -3.591 1.031 0.735  0.2421
H -3.496 2.726 0.001  0.2559
H -4.346 2.457 1.616  0.3463
H 0.335 -3.104 -2.388  0.2953
H 1.201 -5.974 -3.452  0.3765
H -0.564 -6.246 -3.500  0.2962
H 3.529 6.535 -1.774  0.2653
H 1.990 1.681 0.771  0.0765

Atomic forces in eV per Å
0.0 -0.3 0.2
-2.0 -2.5 -1.9
-3.3 -2.1 0.7
2.3 -0.8 -1.0
1.8 1.3 0.7
1.4 -0.5 1.8
0.1 0.1 -1.3
1.2 2.1 2.5
1.9 0.8 0.1
0.2 0.0 -0.3
-0.8 1.5 1.3
0.2 1.1 -1.5
-0.1 0.1 -0.8
0.0 0.0 -0.1
0.4 0.3 -0.9
-0.1 -0.7 0.1
0.6 -1.1 -0.2
1.1 -0.4 1.5
1.2 -1.5 0.4
-0.3 0.4 0.8
1.0 0.4 1.6
-2.2 1.4 0.3
-0.1 -0.1 1.0
0.1 -0.2 1.0
-1.1 1.2 0.8
0.3 0.9 -0.3
-0.2 -1.0 -0.1
-1.2 -0.4 -1.3
0.9 0.5 -1.8
1.0 -0.5 -0.7
0.4 -1.9 0.4
-0.1 -0.7 1.0
0.4 1.1 0.0
0.9 -0.9 -0.1
-0.4 1.1 -0.5
-1.1 0.6 -0.4
0.3 0.4 -0.5
0.2 -0.5 -0.2
-0.5 -0.3 -0.9
-0.2 1.3 -1.0
-0.8 -1.3 -0.7
-0.7 -0.4 0.3
-0.4 -0.5 0.1
1.7 0.1 0.6
-0.8 0.0 0.2
0.2 -0.4 0.1
0.1 -0.2 -0.4
0.0 0.6 1.0
-0.5 -0.1 -0.4
-0.1 -0.2 -0.2
0.1 0.0 0.1
0.0 -0.4 -0.2
-0.2 0.0 0.1
-0.5 1.7 -1.6
0.4 -0.1 0.5
0.5 -0.2 -0.2
1.1 -0.1 0.3
0.1 -0.3 -0.1
-0.4 -0.3 0.1
-1.1 0.0 -0.4
0.0 -0.2 0.1
-0.8 0.2 0.0
0.3 0.0 0.0
0.0 -0.3 0.2
1.2 0.1 0.7
0.5 -0.3 0.2
-0.2 0.1 0.5
0.0 -0.4 -0.2
0.8 0.7 0.0
0.0 0.6 -0.1
0.0 0.5 -0.3
-0.9 0.0 0.0
0.1 -0.5 0.1
0.0 -0.1 0.6
0.7 0.2 -0.3
0.1 -0.8 0.6
-0.2 -0.1 0.6
-1.5 0.8 -1.1
-0.5 0.5 -0.1
-0.2 0.7 0.5
-0.4 0.5 -0.3
-0.6 -0.5 0.3
-0.3 -0.2 -0.6
0.2 0.2 -0.4
-0.1 -0.3 0.2
0.3 0.7 0.1
0.2 -0.2 0.4
-1.4 -0.1 -0.9